Entry 1:
A 11-piece molecular cluster, C50H124N14O11 overall in a non-equilibrium geometry, computed with ωB97M-V with the def2-TZVPD basis set.

```
199
Properties=species:S:1:pos:R:3:forces:R:3:lowdin_charge:R:1
C -4.58743 4.97028 -6.42898 -0.013 -0.255 -0.302 -0.025
C -3.05078 4.76090 -6.24307 -1.105 -0.256 0.226 -0.517
C -2.66014 4.95796 -4.76168 -1.614 0.460 -0.676 -0.137
C -3.16272 3.88153 -3.82647 2.323 -0.559 -0.128 -0.172
C -2.56534 2.54869 -4.26698 -0.588 -0.632 -0.263 -0.149
C -2.82585 2.23114 -5.74854 -0.543 0.264 -0.075 -0.496
N -2.60914 3.42130 -6.60636 1.534 -0.021 0.639 -0.116
O -2.70575 3.11170 -7.98312 -0.732 0.022 0.665 -0.010
C -1.86342 1.15333 -6.26658 -0.121 -0.736 1.225 -0.032
C -4.28318 1.71379 -5.84334 1.013 -0.790 -0.321 -0.020
C -2.32697 5.79396 -7.09048 0.760 0.275 -0.207 -0.044
H -5.22961 4.31348 -5.84222 0.282 -0.066 0.237 0.059
H -4.84837 4.75463 -7.46866 0.060 0.138 -0.065 0.080
H -4.92159 5.98706 -6.21629 0.270 0.102 -0.033 0.082
H -1.57771 5.05647 -4.69668 -0.017 0.211 0.179 0.127
H -3.23025 5.83919 -4.44848 0.791 0.533 -0.087 0.122
H -4.24066 3.81930 -3.70833 0.004 0.207 0.061 0.113
H -2.62461 4.10230 -2.89940 -0.855 0.034 0.488 0.103
H -3.07634 1.78496 -3.66973 0.187 -0.292 -0.177 0.109
H -1.49991 2.40664 -4.06766 0.089 0.600 0.123 0.112
H -2.27703 0.74158 -7.18303 0.763 0.144 -0.391 0.081
H -0.81849 1.46411 -6.22315 -0.157 0.613 -1.056 0.091
H -1.74808 0.29531 -5.58720 -0.896 0.043 0.263 0.079
H -4.25992 0.70068 -5.43655 -0.314 0.002 0.041 0.068
H -5.00691 2.29441 -5.28301 -0.059 0.119 -0.178 0.073
H -4.53189 1.59933 -6.90208 -0.528 0.097 0.112 0.078
H -1.24695 5.62858 -7.05264 -0.017 -0.142 0.125 0.088
H -2.48637 6.80809 -6.71809 -0.243 -0.064 0.107 0.085
H -2.57603 5.79074 -8.15149 -0.321 -0.220 0.091 0.081
H -3.59164 2.71790 -8.04743 0.045 0.147 -0.539 0.078
C -1.31580 2.61943 -0.14618 0.089 0.873 0.394 -0.009
C -1.24067 1.22697 0.45649 -1.649 -1.495 0.331 -0.481
C -2.10033 0.18262 -0.28684 -0.024 -1.012 -1.555 -0.139
C -1.49767 -0.32751 -1.59461 0.388 0.397 -0.512 -0.171
C -0.07974 -0.88914 -1.37951 -0.472 0.168 0.151 -0.124
C 0.83080 0.13445 -0.66994 -0.617 -0.449 -0.392 -0.470
N 0.04806 0.54772 0.53793 1.111 -0.115 0.743 -0.086
O 0.92700 1.20760 1.48453 -0.199 0.223 -0.986 -0.052
C 2.12753 -0.57046 -0.17327 -1.047 0.196 -0.396 -0.012
C 1.16819 1.23092 -1.69764 0.428 0.476 0.850 -0.010
C -1.93561 1.19400 1.84449 1.455 1.305 0.325 -0.025
H -1.29286 2.60846 -1.23327 -0.252 0.123 -0.004 0.058
H -0.55989 3.33288 0.20206 0.628 -0.601 -0.060 0.081
H -2.18492 3.15831 0.24294 -0.488 -0.484 -0.462 0.074
H -2.17101 -0.74913 0.28403 0.109 0.305 0.620 0.106
H -3.14747 0.43273 -0.47629 0.141 0.730 0.239 0.116
H -1.43208 0.43567 -2.38010 0.060 0.321 0.269 0.086
H -2.17580 -1.03933 -2.07480 0.135 -0.423 0.318 0.096
H 0.31713 -1.12685 -2.36756 0.322 -0.216 0.163 0.121
H -0.07312 -1.78057 -0.74556 -0.246 -0.186 -0.198 0.099
H 2.87706 0.18420 0.05667 0.260 -0.266 0.063 0.075
H 1.89511 -1.18687 0.69146 0.106 0.239 0.177 0.054
H 2.47012 -1.28321 -0.92434 0.213 0.319 -0.252 0.087
H 0.31554 1.83029 -2.00169 -0.084 -0.251 -0.160 0.053
H 1.87878 1.93794 -1.26023 0.121 0.053 -0.115 0.067
H 1.63331 0.77676 -2.57172 0.021 -0.008 -0.003 0.095
H -2.90569 1.68202 1.79456 -0.149 -0.308 -0.225 0.070
H -1.33904 1.83046 2.50915 -0.081 -0.136 0.222 0.079
H -1.98585 0.19718 2.27604 -0.057 -0.054 -0.126 0.085
H 1.50015 1.74325 0.90539 -0.027 0.390 0.591 0.043
C 5.76880 -7.83495 0.66121 1.112 0.791 0.120 -0.048
C 4.42491 -7.13123 0.55138 -0.468 -0.442 -0.939 -0.500
C 3.58764 -7.43517 1.80547 -0.593 -1.351 0.022 -0.141
C 2.32075 -6.62262 1.93479 -0.038 1.471 -0.282 -0.180
C 2.72147 -5.15338 1.84464 0.013 -0.071 0.509 -0.151
C 3.46054 -4.74644 0.56366 -0.427 0.540 1.428 -0.501
N 4.58029 -5.67866 0.36585 0.341 -0.089 1.002 -0.098
O 5.36549 -5.35390 -0.76239 -0.671 -0.326 -0.132 -0.010
C 2.48040 -4.57130 -0.59647 0.850 -0.418 -0.651 -0.029
C 4.08783 -3.37692 0.87387 1.126 0.589 -0.562 -0.038
C 3.73576 -7.78931 -0.68742 -0.581 0.694 0.701 -0.027
H 6.44436 -7.33039 1.35907 -0.343 -0.089 0.386 0.090
H 6.35037 -7.77581 -0.26176 -0.373 -0.178 -0.233 0.079
H 5.65740 -8.87983 0.94549 -0.112 0.002 0.014 0.085
H 3.29868 -8.49210 1.73090 0.093 -0.042 -0.232 0.116
H 4.14768 -7.45708 2.74319 0.327 0.716 -0.147 0.125
H 1.81564 -6.70557 2.89852 0.078 -0.546 -0.002 0.116
H 1.57827 -6.80294 1.15076 0.117 -0.426 -0.020 0.094
H 3.35293 -4.96720 2.71972 0.219 0.150 -0.160 0.128
H 1.85929 -4.50146 1.99421 0.017 0.018 -0.202 0.085
H 2.01755 -5.50040 -0.93026 -0.078 0.019 0.132 0.063
H 1.68603 -3.86182 -0.37974 0.120 0.101 0.120 0.061
H 3.11373 -4.20477 -1.41251 -0.458 0.162 -0.289 0.079
H 3.50437 -2.59471 1.36065 -0.678 -0.502 0.005 0.070
H 4.97698 -3.49101 1.49661 -0.079 -0.298 0.068 0.091
H 4.46172 -2.91772 -0.04772 -0.020 -0.060 -0.056 0.076
H 2.71985 -7.39837 -0.77093 -0.025 -0.162 -0.122 0.059
H 3.66032 -8.86495 -0.53999 0.202 -0.060 -0.242 0.085
H 4.26788 -7.53253 -1.60266 0.085 -0.323 -0.045 0.076
H 4.79664 -5.59491 -1.51355 0.349 0.169 -0.164 0.081
C -5.35157 -1.51015 -1.31442 -0.183 0.636 0.838 -0.046
C -5.65657 -2.23892 -2.61129 0.323 0.012 -0.935 -0.428
C -7.10891 -2.64842 -2.80778 -0.203 -0.570 0.164 -0.198
O -7.55641 -3.55327 -1.81813 -0.456 0.144 1.156 -0.199
C -6.95350 -4.82945 -1.78249 0.017 0.349 -0.844 -0.101
N -5.21736 -1.38795 -3.74103 -0.580 0.282 0.902 0.041
H -4.31077 -1.57274 -0.98825 -0.007 -0.531 -0.111 0.053
H -5.98696 -1.79998 -0.47600 0.120 -0.573 -0.096 0.078
H -5.51417 -0.42600 -1.32991 -0.264 -0.013 -0.761 0.084
H -5.07873 -3.16773 -2.67734 0.059 -0.084 0.486 0.115
H -7.27478 -3.16138 -3.76621 0.388 0.317 -0.288 0.123
H -7.78605 -1.79467 -2.77134 0.095 0.070 0.081 0.132
H -7.46560 -5.47841 -1.07673 -0.179 0.294 0.165 0.088
H -5.89694 -4.77144 -1.51367 0.052 -0.129 0.006 0.065
H -7.07136 -5.27506 -2.77773 0.298 -0.241 -0.018 0.091
H -5.16492 -1.89477 -4.61271 0.353 -0.051 0.024 0.071
H -4.32763 -1.01547 -3.43537 0.221 0.065 -0.714 0.047
C 7.59431 2.71403 -5.04121 -0.008 0.039 -0.425 -0.085
C 7.93706 2.47694 -3.56853 0.297 -0.738 -1.638 -0.433
C 6.67858 2.17403 -2.79675 0.150 -0.084 0.398 -0.219
O 6.99130 2.07592 -1.40953 0.208 0.587 0.259 -0.184
C 5.81372 2.10034 -0.61940 -0.302 -0.246 -1.591 -0.103
N 8.83267 1.29723 -3.60856 0.456 0.210 1.475 0.031
H 7.22136 1.80525 -5.51797 -0.339 -0.064 0.360 0.079
H 8.49739 2.90251 -5.62603 0.086 0.367 0.219 0.073
H 6.88372 3.52626 -5.20644 0.070 0.039 0.037 0.074
H 8.44508 3.36754 -3.18941 -0.224 0.044 0.347 0.138
H 6.20110 1.24329 -3.11904 0.256 -0.236 -0.190 0.135
H 5.94022 2.94865 -3.03274 0.016 0.329 0.453 0.123
H 5.99912 2.04877 0.45039 0.414 -0.157 -0.096 0.077
H 5.22956 1.24362 -0.97736 -0.414 -0.006 0.636 0.090
H 5.25291 3.00604 -0.87653 -0.142 0.017 0.308 0.076
H 9.02185 1.04984 -2.63395 -0.349 -0.308 -0.078 0.071
H 9.76992 1.59015 -3.87939 -0.204 0.125 -0.506 0.071
C -2.63957 -5.05153 -0.61789 -0.903 0.466 -1.021 -0.063
C -1.97354 -4.25564 0.49367 0.475 -0.989 -0.675 -0.403
C -2.83384 -4.18390 1.74895 0.629 0.847 0.454 -0.208
O -3.96187 -3.37613 1.51134 -0.471 -0.015 -0.987 -0.190
C -5.14206 -3.72314 2.18463 0.116 -0.365 0.954 -0.111
N -0.65186 -4.95379 0.72540 -1.411 0.206 0.806 0.061
H -3.07364 -5.99347 -0.27368 0.227 -0.049 0.176 0.089
H -1.96691 -5.24956 -1.45613 0.373 -0.147 0.302 0.083
H -3.45278 -4.52744 -1.13450 -0.107 0.220 0.480 0.057
H -1.73805 -3.25556 0.11817 -0.294 0.148 0.199 0.108
H -2.24804 -3.65820 2.51623 0.147 -0.254 0.160 0.121
H -3.07799 -5.17126 2.15436 -0.141 -0.140 -0.319 0.133
H -5.65543 -4.63068 1.84443 0.276 -0.015 -0.513 0.086
H -5.84636 -2.89709 2.12150 0.119 0.092 -0.044 0.086
H -4.90200 -3.92563 3.23632 -0.197 0.244 0.129 0.088
H -0.84542 -5.87337 0.34434 0.597 -0.221 -0.007 0.060
H -0.59723 -5.12876 1.73214 0.427 0.112 -0.060 0.074
C -1.24119 1.24210 6.46012 0.379 -0.897 -0.239 -0.064
C -0.70500 0.61654 7.77108 -0.622 1.134 0.112 -0.417
C 0.26608 -0.51160 7.50645 -0.751 -0.690 -0.166 -0.216
O 1.41092 -0.00966 6.86281 0.811 0.219 0.960 -0.247
C 2.57062 -0.83524 7.00755 0.326 -0.415 -1.102 -0.069
N -0.09137 1.61124 8.66006 0.795 -0.058 -0.228 0.034
H -2.08960 1.90907 6.59809 0.022 0.063 0.225 0.065
H -1.53904 0.43421 5.78399 -0.231 0.055 0.009 0.071
H -0.45141 1.76583 5.91531 0.058 0.150 0.222 0.063
H -1.54245 0.23327 8.36003 -0.104 -0.391 -0.347 0.134
H -0.21911 -1.25497 6.85557 -0.043 0.099 -0.064 0.128
H 0.49446 -1.06732 8.42154 0.269 0.395 0.155 0.126
H 3.50761 -0.30182 7.17513 -0.396 0.643 0.165 0.088
H 2.70786 -1.30964 6.03154 0.208 -0.459 0.197 0.080
H 2.49652 -1.60960 7.77042 -0.391 0.098 0.062 0.092
H -0.58769 2.49397 8.64708 -0.232 -0.110 -0.023 0.066
H 0.82410 1.81748 8.26517 0.027 0.060 0.216 0.061
C -1.59327 6.16452 1.24158 -0.909 -1.273 -0.384 -0.060
C -2.53419 6.57502 2.37150 0.215 0.382 -0.657 -0.432
C -2.81541 5.46951 3.35056 -0.430 -1.029 0.692 -0.203
O -3.51452 4.36426 2.76768 0.135 0.282 -0.762 -0.192
C -3.77251 3.39206 3.74850 -0.350 -0.263 0.094 -0.132
N -2.03234 7.79392 3.03403 0.252 -0.574 0.218 0.034
H -0.64859 5.73485 1.57665 0.226 0.422 0.364 0.064
H -1.45526 6.95972 0.51004 0.150 0.061 0.091 0.080
H -2.05585 5.31476 0.72599 -0.030 0.206 -0.217 0.058
H -3.50892 6.84205 1.95024 0.083 -0.049 -0.180 0.144
H -3.46027 5.84530 4.15176 0.245 0.274 0.166 0.127
H -1.92327 5.00890 3.79521 0.352 0.561 0.107 0.130
H -4.28853 2.51889 3.34934 -0.127 0.302 -0.514 0.085
H -4.43685 3.81789 4.50617 0.259 -0.077 0.355 0.093
H -2.85051 2.97499 4.16009 0.137 0.308 0.373 0.072
H -1.69110 8.36321 2.26651 -0.127 0.371 0.151 0.061
H -1.17466 7.52762 3.51861 -0.101 0.130 0.173 0.071
C 3.20790 4.50412 0.95644 -0.448 -0.179 0.068 -0.644
O 2.70661 3.41463 0.66643 0.048 0.324 0.188 -0.004
N 2.52569 5.68800 0.90221 -0.696 0.429 -0.164 0.168
N 4.48335 4.63283 1.36476 0.110 0.239 -0.007 0.181
H 1.52729 5.71001 0.80804 -0.090 -0.596 -0.229 0.080
H 2.86630 6.57511 1.22588 0.554 -0.220 0.119 0.100
H 5.07088 3.82188 1.39737 0.107 0.102 0.013 0.080
H 4.84033 5.55525 1.52108 0.419 -0.131 0.133 0.108
C 3.81780 1.77339 4.51856 1.114 0.312 1.746 -0.677
O 4.75135 1.75828 5.33587 -0.843 -0.312 -0.807 -0.001
N 4.02894 1.74591 3.18380 0.898 -0.252 -1.032 0.168
N 2.52372 1.79745 4.90058 -0.052 0.290 -0.591 0.178
H 3.43852 2.12694 2.46432 -0.350 -0.091 0.099 0.057
H 4.98598 1.55234 2.93729 -0.082 0.152 -0.014 0.100
H 2.31117 1.83617 5.88051 -0.259 -0.009 -0.095 0.092
H 1.85241 1.92116 4.16297 -0.464 -0.081 0.419 0.087
C 0.61714 -2.14681 3.45066 1.173 -0.150 0.457 -0.651
O 0.91433 -3.15391 4.08972 -0.737 0.009 -0.439 0.006
N 0.84231 -0.89997 3.98181 -0.143 0.190 0.531 0.183
N 0.15129 -2.07612 2.18025 -0.289 0.991 -0.074 0.192
H 0.88340 -0.04182 3.45929 -0.121 -0.203 -0.414 0.060
H 1.27286 -0.85892 4.88870 -0.067 -0.038 -0.026 0.046
H -0.10915 -2.80960 1.55766 0.244 -0.715 0.196 0.051
H 0.09153 -1.12982 1.82395 -0.317 -0.156 -0.481 0.055
```
Positions in Å, forces in eV/Å.

Orbital gap = 8.045 eV
Maximum force = 0.047 hartree/bohr
Charge = 0
ΔE to the lowest compared entry with this formula, charge and spin = 0.00 kcal per mole
LUMO level = 0.00 eV
M = 1097.63 g/mol
Structure (SMILES) = CC1(C)CCCC(C)(C)N1O.CC1(C)CCCC(C)(C)N1O.CC1(C)CCCC(C)(C)N1O.COC[C@H](C)N.COC[C@H](C)N.COC[C@H](C)N.COC[C@H](C)N.COC[C@H](C)N.NC(N)=O.NC(N)=O.NC(N)=O


Entry 2:
A 2-piece molecular cluster, C3H5IO3 overall in a non-equilibrium geometry, computed with ωB97M-V with the def2-TZVPD basis set.

```
12
Properties=species:S:1:pos:R:3:forces:R:3:nbo_charge:R:1
C -0.32270 0.08830 -0.95007 -1.224 1.662 0.210 0.408
C 1.33156 -1.16175 0.19719 0.320 0.113 0.701 -0.292
C -3.33627 1.48222 -0.59507 -0.099 -0.369 -0.135 0.321
O -0.17437 0.87195 0.14166 0.679 -0.958 -0.228 -0.731
O -2.64105 2.12641 0.10854 0.020 0.289 0.137 -0.535
O 0.45914 -0.92856 -0.91282 0.359 -0.463 -0.077 -0.495
I -4.23636 -0.35309 -0.00263 -0.028 -0.011 0.068 0.048
H 2.02615 -0.32816 0.31376 -0.032 -0.127 -0.028 0.197
H 1.86782 -2.08352 -0.00942 -0.076 0.052 -0.076 0.199
H 0.74332 -1.25510 1.11263 0.117 -0.041 -0.095 0.198
H -3.59880 1.71616 -1.62884 0.004 0.130 -0.136 0.163
H -0.79984 1.61132 0.13783 -0.041 -0.276 -0.341 0.519
```
Positions in Å, forces in eV/Å.

Orbital gap = 9.072 eV
Maximum force = 0.040 hartree/bohr
Charge = 0
ΔE to the lowest compared entry with this formula, charge and spin = 42.77 kcal per mole
LUMO level = 0.21 eV
M = 215.97 g/mol


Entry 3:
A 2-piece molecular cluster, C11H12N2O2S overall in a non-equilibrium geometry, computed with ωB97M-V with the def2-TZVPD basis set.

```
28
Properties=species:S:1:pos:R:3:forces:R:3:nbo_charge:R:1
C -3.03781 -1.28273 -0.61166 0.222 0.236 -0.402 -0.191
C -3.08352 -0.13835 -1.38606 0.518 -0.940 0.517 -0.197
C -1.85660 -1.94472 -0.49027 1.734 -0.747 0.335 -0.198
C -1.96085 0.33745 -1.96178 1.993 -2.499 1.994 -0.173
C -0.63268 -1.48642 -1.03907 -1.463 1.216 0.820 -0.008
C -0.72428 -0.26845 -1.68459 -1.070 0.034 -1.454 -0.264
C 0.74596 -1.92745 -0.92940 0.872 1.717 -2.543 -0.192
C 1.60555 -1.17069 -1.67058 -1.476 0.797 0.749 -0.403
C -0.17625 1.38726 1.73984 1.107 2.161 -2.372 0.800
C 3.04120 -0.38202 1.59989 0.330 0.209 -2.042 -0.487
C 1.87631 0.13967 1.92679 0.257 -1.169 3.512 0.009
N -0.66037 2.32778 0.77598 -0.384 1.736 0.700 -0.884
N 1.06823 1.01551 1.28248 -0.484 -0.521 0.476 -0.648
O -0.69326 1.07177 2.74967 -1.187 -0.950 1.748 -0.592
O 1.10504 1.54220 -2.35121 0.879 1.622 0.613 -0.962
S 0.71416 0.17290 -2.62816 -0.163 -2.867 0.521 1.281
H -3.91795 -1.68748 -0.16787 -0.475 -0.167 0.279 0.220
H -3.98036 0.31447 -1.58284 -2.170 1.128 -0.372 0.210
H -1.84751 -2.83420 0.08652 0.076 -0.855 0.430 0.209
H -1.97539 1.08323 -2.61915 -0.183 3.253 -2.415 0.212
H 1.04394 -2.81968 -0.50186 0.517 -1.568 1.201 0.225
H 2.67807 -1.17893 -1.70770 0.201 -0.367 -0.165 0.232
H 3.49357 -0.31071 0.61500 -0.127 0.406 -0.053 0.181
H 3.61378 -0.97139 2.25332 0.237 -0.682 1.023 0.205
H 1.56542 -0.13507 2.98527 -0.098 0.763 -1.465 0.217
H 0.01765 3.14677 0.65381 -1.311 -1.767 0.091 0.396
H -1.59459 2.69983 1.04132 1.075 -0.448 -0.170 0.388
H 1.14644 1.13961 0.31370 0.575 0.269 -1.557 0.413
```
Positions in Å, forces in eV/Å.

Orbital gap = 8.430 eV
Maximum force = 0.079 hartree/bohr
Charge = 0
ΔE to the lowest compared entry with this formula, charge and spin = 69.37 kcal per mole
LUMO level = -0.25 eV
M = 236.30 g/mol


- The highest ΔE to the lowest compared entry with this formula, charge and spin belongs to which entry?
  C11H12N2O2S